No. 1
{
  "formula": "C4H10NO2P",
  "method": "ωB97M-V with the def2-TZVPD basis set",
  "lumo_energy_ev": 0.94,
  "total_charge": 0,
  "homo_energy_ha": -0.339,
  "e_above_lowest_ev": 3.642,
  "multiplicity": 1,
  "gap_ev": 10.175,
  "symbols": ["C", "C", "C", "C", "N", "O", "O", "P", "H", "H", "H", "H", "H", "H", "H", "H", "H", "H"],
  "positions_angstrom": [[-0.09449, -0.89776, 0.36499], [-1.23742, -1.68744, -0.32749], [-1.20402, 1.14010, -0.43409], [1.14324, 1.20769, 0.29110], [0.11059, 0.30826, -0.42082], [-3.59554, 0.78771, 0.76338], [-2.51065, -1.30587, -0.02371], [-2.77393, 0.24064, -0.30873], [-0.07377, -0.72407, 1.47631], [0.89320, -1.39003, 0.10321], [-0.82858, -1.55643, -1.35479], [-1.13612, -2.79538, -0.02350], [-1.28371, 1.30862, 0.71225], [-0.90059, 2.11433, -0.87562], [0.86815, 1.20351, 1.32794], [2.01227, 0.56000, 0.27540], [1.13451, 2.17114, -0.10430], [-2.98852, 0.03079, -1.51573]],
  "atomic_forces_ev_per_a": [[1.824, -0.353, -0.653], [4.049, -2.956, 0.982], [2.767, -0.771, 3.907], [-1.719, -4.166, -0.213], [-1.071, 2.811, 0.173], [-0.957, 0.645, -0.385], [-0.336, 0.516, 0.543], [1.388, 0.835, 3.289], [-0.713, -0.177, -0.717], [-1.191, -0.437, 0.746], [-1.329, -0.333, -0.100], [-0.192, 1.631, -0.662], [0.133, 0.846, -1.157], [-1.341, -0.746, -0.195], [-0.334, 0.573, 0.871], [0.853, 0.784, -0.448], [0.586, 1.366, -0.857], [-2.418, -0.068, -5.126]]
}

***

No. 2
{
  "formula": "C4H10NO2P",
  "method": "ωB97M-V with the def2-TZVPD basis set",
  "smiles": "OP(O)[C@@H]1CCCN1",
  "lumo_energy_ev": 0.77,
  "total_charge": 0,
  "homo_energy_ha": -0.298,
  "e_above_lowest_ev": 2.190,
  "multiplicity": 1,
  "gap_ev": 8.887,
  "symbols": ["O", "P", "O", "C", "C", "C", "C", "N", "H", "H", "H", "H", "H", "H", "H", "H", "H", "H"],
  "positions_angstrom": [[2.24545, 1.63543, 0.25451], [2.02732, 0.18930, -0.62347], [3.13752, -0.78181, 0.01566], [0.28643, -0.24524, 0.67069], [-0.48602, -1.38170, -0.00538], [-1.48876, -0.53788, -0.83789], [-1.22578, 0.99151, -0.61166], [-0.43949, 0.98168, 0.61641], [1.23377, 1.85684, 0.51939], [3.05525, -1.00307, 0.91563], [0.63733, -0.38846, 1.70791], [-1.09574, -1.89727, 0.78631], [0.14272, -2.14459, -0.49599], [-1.37737, -0.84741, -1.86620], [-2.51646, -0.65735, -0.46060], [-0.79036, 1.49813, -1.55936], [-2.25405, 1.45721, -0.36111], [-1.09177, 1.27470, 1.33517]],
  "atomic_forces_ev_per_a": [[-2.635, -0.778, -0.571], [-1.869, 1.522, 2.594], [0.504, -0.153, -1.714], [2.444, -0.255, -0.842], [-1.273, 0.731, 1.927], [-0.278, -0.087, -0.460], [-1.412, -0.257, -1.090], [-0.182, 1.652, -0.671], [2.404, -0.488, -0.500], [-0.144, -0.254, 1.917], [0.187, -0.235, -0.542], [0.640, 0.071, -0.674], [-0.354, 0.612, -0.123], [-0.543, 0.171, -0.461], [0.380, -0.639, -0.492], [-0.305, -0.643, 1.845], [1.781, -0.318, -0.750], [0.655, -0.651, 0.608]]
}

***

No. 3
{
  "formula": "C4H10NO2S",
  "method": "ωB97M-V with the def2-TZVPD basis set",
  "lumo_energy_ev": 3.81,
  "total_charge": -1,
  "homo_energy_ha": -0.121,
  "e_above_lowest_ev": 3.432,
  "multiplicity": 1,
  "gap_ev": 7.106,
  "symbols": ["C", "N", "C", "C", "S", "C", "O", "H", "H", "H", "H", "H", "H", "H", "H", "H", "H", "O"],
  "positions_angstrom": [[1.78828, -0.11170, 1.38456], [0.37408, 0.18568, 1.09989], [0.11424, 0.09537, -0.27609], [-0.52184, -1.09753, -0.95608], [-1.49967, -2.07449, 0.27195], [1.09049, 0.87914, -1.12124], [1.69995, 1.86636, -0.65599], [2.05052, -1.01421, 0.80867], [1.91302, -0.26801, 2.46133], [2.42799, 0.74537, 1.19583], [-0.22602, -0.45305, 1.61045], [-0.18675, 1.12337, -0.91958], [0.21200, -1.77714, -1.39146], [-1.23251, -0.78463, -1.71980], [1.19252, 0.51584, -2.14763], [-2.81256, -0.04665, 0.15406], [-3.22440, 1.44284, 0.44070], [-3.15934, 0.77345, -0.23956]],
  "atomic_forces_ev_per_a": [[-0.540, -0.040, 0.554], [0.048, 0.459, -0.272], [2.489, 1.133, -2.063], [-1.057, -0.604, 0.933], [-0.120, 0.103, -0.070], [0.977, -0.127, 2.335], [0.420, -0.535, -1.061], [0.543, 0.277, 0.322], [-0.258, -0.431, -0.116], [-0.002, -0.074, -0.620], [-0.305, -0.119, -0.296], [-2.513, -0.384, 1.056], [0.213, 0.219, -0.076], [0.270, 0.131, -0.145], [-0.206, 0.154, -0.425], [0.190, -0.312, 0.223], [0.173, -0.126, 0.291], [-0.322, 0.276, -0.570]]
}

***

No. 4
{
  "formula": "C4H10NO2S",
  "method": "ωB97M-V with the def2-TZVPD basis set",
  "lumo_energy_ev": 0.06,
  "total_charge": -1,
  "homo_energy_ha": -0.154,
  "e_above_lowest_ev": 7.458,
  "multiplicity": 1,
  "gap_ev": 4.242,
  "symbols": ["O", "C", "N", "C", "C", "S", "C", "H", "H", "H", "H", "H", "H", "H", "H", "H", "H", "O"],
  "positions_angstrom": [[-2.63397, -0.29532, -1.31492], [-1.88690, -0.07104, -0.31336], [-0.71449, 0.84582, -0.53865], [0.18393, 0.94785, 0.56145], [1.54490, 0.33072, 0.33753], [2.03200, 0.18406, -1.39985], [-1.24336, -1.44498, 0.20740], [-0.23814, 0.63954, -1.42544], [-0.14970, 0.63102, 1.58754], [0.35541, 2.02783, 0.71274], [2.23068, 0.81521, 1.03601], [1.44287, -0.70349, 0.68451], [-2.01880, -2.20284, 0.26901], [-0.68523, -1.38728, 1.14262], [-0.56485, -1.70494, -0.60921], [0.29415, -0.09508, 3.85127], [-2.26882, 0.40642, 0.63524], [0.18683, -0.33700, 2.92459]],
  "atomic_forces_ev_per_a": [[-0.340, 0.018, 0.178], [0.507, 1.659, -0.194], [-0.105, -2.449, 0.840], [0.633, 1.457, -0.650], [-0.304, -0.089, -0.477], [-0.223, 0.131, 0.512], [0.976, -0.717, -0.454], [0.242, 0.258, -0.183], [-0.453, -0.399, 0.224], [-0.157, 0.105, 0.213], [0.415, -0.151, -0.319], [0.099, 0.056, 0.184], [-0.291, 0.296, -0.016], [-0.249, 0.476, 0.171], [-0.036, -0.194, 0.055], [-0.052, 0.038, -0.052], [-0.621, -0.372, 0.069], [-0.041, -0.120, -0.102]]
}

***

No. 5
{
  "formula": "C4H10NO2S",
  "method": "ωB97M-V with the def2-TZVPD basis set",
  "lumo_energy_ev": [0.64, -2.17],
  "total_charge": 0,
  "homo_energy_ha": [-0.358, -0.343],
  "e_above_lowest_ev": 0.785,
  "multiplicity": 2,
  "gap_ev": [10.386, 7.162],
  "symbols": ["C", "C", "S", "C", "N", "C", "O", "H", "H", "H", "H", "H", "H", "H", "H", "H", "H", "O"],
  "positions_angstrom": [[-0.09431, 0.04364, -0.59586], [-0.27287, 1.56046, -0.82998], [-2.12265, 1.58474, -0.75011], [1.29279, -0.48135, -0.34915], [1.44933, -1.82741, -0.04546], [0.29521, -2.71269, 0.13347], [2.30016, 0.17269, -0.53071], [-0.79360, -0.12592, 0.23169], [-0.30637, -0.48290, -1.53540], [0.22895, 2.19154, -0.10390], [0.00261, 1.85208, -1.84118], [2.33135, -2.24498, 0.12666], [0.49986, -3.48898, 0.86063], [-0.13134, -3.01852, -0.82578], [-0.51968, -2.13769, 0.59454], [0.32851, 0.07183, 2.27083], [-0.62066, 1.14893, 2.53193], [-0.29973, 0.32542, 2.94674]],
  "atomic_forces_ev_per_a": [[0.218, 0.507, -0.134], [-0.675, -0.637, -0.695], [0.657, 0.617, 0.085], [2.231, -1.016, 0.258], [-2.662, 0.292, 0.176], [-0.661, 1.325, 0.216], [-0.156, 0.812, 0.071], [0.157, -1.041, -0.280], [-0.929, -0.004, 0.366], [-0.125, -0.056, 0.180], [0.250, 0.010, 0.125], [0.918, 0.405, -0.134], [0.207, -0.427, -0.406], [0.333, -0.643, 0.139], [0.203, -0.151, 0.043], [0.561, -0.542, 0.023], [-0.206, -0.296, 0.642], [-0.320, 0.844, -0.673]]
}

***

No. 6
{
  "formula": "C4H10NO2S",
  "method": "ωB97M-V with the def2-TZVPD basis set",
  "smiles": "[NH3+]C[C@](O)(S)CC=O",
  "lumo_energy_ev": -3.44,
  "total_charge": 1,
  "homo_energy_ha": -0.502,
  "e_above_lowest_ev": 2.216,
  "multiplicity": 1,
  "gap_ev": 10.229,
  "symbols": ["N", "C", "C", "O", "S", "C", "C", "O", "H", "H", "H", "H", "H", "H", "H", "H", "H", "H"],
  "positions_angstrom": [[-1.37886, 1.06252, -0.74541], [-1.25799, 0.41830, 0.66103], [-0.33793, -0.74670, 0.43159], [-1.04794, -1.45279, -0.51846], [0.03620, -1.72414, 2.04155], [1.23949, -0.22185, 0.06913], [1.78226, 0.88891, -0.97137], [1.09478, 1.74538, -1.48986], [-2.15920, 1.66066, -0.87665], [-1.39611, 0.18206, -1.31305], [-0.48160, 1.51025, -1.16849], [-2.33973, 0.13214, 1.08857], [-0.74981, 0.98192, 1.31822], [-0.93102, -2.36688, -0.48723], [1.38885, -2.03172, 1.74377], [1.97519, -1.09758, 0.00019], [1.66928, 0.18214, 1.06144], [2.89415, 0.87739, -0.84496]],
  "atomic_forces_ev_per_a": [[1.788, -1.833, 0.170], [-2.583, -1.221, -1.216], [2.520, -0.480, 0.877], [0.119, 1.430, -0.860], [0.568, 0.232, -1.311], [0.861, -0.214, 0.417], [-1.566, -0.831, 2.586], [1.070, -0.762, -0.191], [-1.047, 0.437, -0.151], [-1.021, 0.821, -0.064], [-0.469, -0.103, 1.179], [2.553, 0.549, -1.262], [1.185, 2.927, 2.211], [0.576, -2.467, 0.067], [-1.751, 0.382, 0.303], [-1.392, 0.789, -0.490], [-0.940, -0.052, -1.307], [-0.471, 0.394, -0.959]]
}

***

No. 7
{
  "formula": "C4H10NO3",
  "method": "ωB97M-V with the def2-TZVPD basis set",
  "lumo_energy_ev": 3.94,
  "total_charge": -1,
  "homo_energy_ha": -0.154,
  "e_above_lowest_ev": 2.205,
  "multiplicity": 1,
  "gap_ev": 8.129,
  "symbols": ["C", "C", "N", "C", "C", "O", "O", "H", "H", "H", "H", "H", "H", "H", "H", "H", "H", "O"],
  "positions_angstrom": [[-3.10821, 0.22340, -0.27063], [-1.81732, 0.38626, 0.69372], [-0.94788, -0.85042, 0.52526], [0.02574, -0.90196, -0.71423], [1.01426, 0.32261, -0.90777], [1.47092, 0.85513, 0.10132], [1.19595, 0.72023, -2.04861], [-3.92676, 0.67279, 0.17750], [-3.25551, -0.82270, -0.36381], [-3.00364, 0.77310, -1.14865], [-1.13356, 1.22477, 0.52047], [-2.23553, 0.59642, 1.81440], [-0.35502, -0.95197, 1.34118], [-0.40299, -1.00718, -1.72907], [0.83482, -1.61779, -0.34532], [1.95393, 0.06704, 1.36424], [2.60560, -1.22404, 1.37666], [2.19151, -0.56779, 2.01092]],
  "atomic_forces_ev_per_a": [[2.999, 0.365, 2.218], [-0.526, -0.655, 0.539], [-0.054, 0.279, -1.097], [1.017, 0.973, 2.285], [-2.013, 0.156, -0.252], [0.788, 0.899, 1.907], [0.158, -0.210, -2.013], [-1.805, 0.679, 1.234], [-0.196, -0.861, -0.486], [0.565, 0.354, -1.947], [-0.646, 0.389, -0.435], [1.233, -1.213, -2.395], [0.141, 0.193, -0.142], [-0.200, -0.740, 0.957], [-1.567, -0.105, -1.037], [-1.148, 2.246, -1.726], [-0.578, 0.871, 1.446], [1.833, -3.620, 0.943]]
}

***

No. 8
{
  "formula": "C4H10NO3",
  "method": "ωB97M-V with the def2-TZVPD basis set",
  "lumo_energy_ev": 3.93,
  "total_charge": -1,
  "homo_energy_ha": -0.122,
  "e_above_lowest_ev": 4.045,
  "multiplicity": 1,
  "gap_ev": 7.235,
  "symbols": ["O", "C", "C", "C", "N", "C", "O", "H", "H", "H", "H", "H", "H", "H", "H", "H", "H", "O"],
  "positions_angstrom": [[2.16196, 2.33736, 0.24678], [1.47736, 1.33754, 0.10408], [0.12489, 1.18563, 0.65132], [0.12756, -0.34379, 1.15575], [-0.80381, 1.43049, -0.47050], [-0.92734, 0.23985, -1.43658], [-1.34949, -0.88923, -0.84628], [1.70622, 0.52734, -0.58426], [-0.08716, 1.84508, 1.52685], [0.25027, -0.55120, 2.17202], [0.84927, -0.96982, 0.59999], [-0.92625, -0.67589, 1.05486], [-1.59419, 1.94289, -0.13806], [-1.59247, 0.71076, -2.34545], [0.06135, 0.18026, -1.80069], [0.44300, -3.02631, 0.69639], [-0.23969, -2.28274, -0.36372], [0.31854, -2.99825, -0.22248]],
  "atomic_forces_ev_per_a": [[0.284, -1.005, 0.006], [0.218, 2.643, -0.291], [-1.007, -2.152, 1.261], [-1.558, 0.738, -0.717], [1.484, -0.059, 0.133], [-2.929, 0.635, 0.723], [-0.459, 0.479, -1.637], [0.754, -0.245, -0.303], [0.282, -0.189, -0.888], [1.163, 0.594, 2.178], [-0.738, 0.438, 0.119], [0.934, -0.131, -0.617], [-0.739, -0.360, -0.163], [1.018, -0.926, 1.590], [1.509, -0.177, -0.982], [0.270, -0.141, 1.831], [-2.541, 3.005, -1.121], [2.056, -3.146, -1.123]]
}

***

No. 9
{
  "formula": "C4H10NO3",
  "method": "ωB97M-V with the def2-TZVPD basis set",
  "lumo_energy_ev": -0.46,
  "total_charge": -1,
  "homo_energy_ha": -0.137,
  "e_above_lowest_ev": 9.554,
  "multiplicity": 1,
  "gap_ev": 3.263,
  "symbols": ["C", "C", "C", "O", "N", "C", "O", "H", "H", "H", "H", "H", "H", "H", "H", "H", "H", "O"],
  "positions_angstrom": [[-0.09176, -0.98682, 0.75273], [0.18891, -0.27602, -3.11551], [-0.04713, -1.27492, -2.19378], [0.72486, -2.16663, -1.75120], [0.32649, -0.00236, 1.72094], [-0.86027, 0.73558, 2.26922], [-1.84082, -0.00253, 2.67987], [-1.00088, -1.42890, 1.15888], [-0.28465, -0.46588, -0.19735], [1.20307, -0.03238, -3.38444], [-0.65938, 0.23018, -3.54583], [-1.11502, -1.57067, -2.09970], [0.84748, 0.75150, 1.25028], [-0.54928, 1.41028, 3.08066], [-0.91939, 1.42146, 1.34200], [0.65863, -1.76461, 0.60062], [1.90322, 3.14275, 0.81874], [1.51592, 2.27997, 0.61387]],
  "atomic_forces_ev_per_a": [[-0.144, 0.163, 1.418], [0.249, 0.372, 0.772], [-0.711, -2.494, -0.992], [0.670, 0.673, 0.130], [-1.945, 1.212, -1.464], [0.451, -2.568, 2.261], [-0.009, 1.028, -1.225], [-0.017, -0.208, -0.254], [0.170, -0.090, -0.074], [0.109, 0.133, -0.209], [0.038, 0.222, -0.043], [-0.259, 0.692, 0.302], [1.424, 0.387, 0.107], [0.400, 0.623, -0.223], [0.103, 0.183, -0.149], [0.181, 0.077, -0.500], [-0.114, -0.356, 0.014], [-0.595, -0.049, 0.127]]
}

***

No. 10
{
  "formula": "C4H10NO3",
  "method": "ωB97M-V with the def2-TZVPD basis set",
  "lumo_energy_ev": [0.50, -3.17],
  "total_charge": 0,
  "homo_energy_ha": [-0.339, -0.339],
  "e_above_lowest_ev": 4.376,
  "multiplicity": 2,
  "gap_ev": [9.734, 6.047],
  "symbols": ["O", "C", "C", "C", "C", "O", "N", "H", "H", "H", "H", "H", "H", "H", "H", "H", "H", "O"],
  "positions_angstrom": [[0.40541, 2.53096, -2.43269], [-0.06012, 1.48719, -2.01280], [-0.25725, 1.24546, -0.49661], [-0.55251, -0.21151, -0.19201], [-0.78254, -0.52373, 1.29529], [-0.91293, -1.90939, 1.51473], [0.95375, 1.72941, 0.21122], [-0.51157, 0.65302, -2.59126], [-1.02423, 1.92033, -1.02113], [-1.43895, -0.49613, -0.78500], [0.20682, -0.84029, -0.66867], [-1.69780, -0.14163, 1.75320], [0.12688, -0.13528, 1.75966], [1.66222, 1.02518, 0.00675], [1.24229, 2.52279, -0.37275], [1.39964, -3.51065, 1.71641], [0.10880, -2.45339, 1.29085], [1.13210, -2.89234, 1.02483]],
  "atomic_forces_ev_per_a": [[-0.180, -1.173, -0.185], [1.480, -0.775, -0.169], [2.027, -0.329, -2.912], [-1.939, 0.322, -0.908], [0.567, -0.986, -1.047], [-0.521, 1.004, 0.457], [-1.190, 0.957, -0.433], [-0.011, 0.506, -0.650], [-1.467, 0.429, 3.782], [-0.047, 0.073, 0.378], [0.423, 0.007, 0.718], [0.197, 0.638, -0.129], [-0.234, 0.006, 0.860], [-0.070, -0.099, 0.136], [0.149, 0.065, 0.586], [-0.192, 0.115, 0.127], [1.544, -1.302, -0.770], [-0.536, 0.541, 0.158]]
}

***

Which max |F| belongs to each record? In order, 5.67; 3.54; 3.43; 2.59; 2.68; 3.86; 4.17; 4.09; 3.45; 4.08 eV/Å.